Record 1
{"formula": "C3H4N2O2S", "method": "wB97M-V/def2-TZVPD", "smiles": "O/N=C\\[C@H]1ON=CS1", "e_homo_ev": -8.83, "de_lowest_kj_mol": 531.76, "symbols": ["O", "O", "S", "C", "N", "H", "H", "C", "N", "H", "C", "H"], "coordinates": [[1.3738, -0.5239, -0.1993], [-0.7571, -0.2720, 1.9271], [-0.6494, 0.3024, -1.4662], [0.3137, 1.4325, 0.8371], [0.5643, -1.5787, -0.3169], [1.7145, 1.1763, -0.9272], [0.6448, 2.5035, 1.0618], [-0.5121, -1.4072, -0.8579], [-0.3316, 0.9967, 1.8235], [-1.2666, -2.2498, -1.0212], [0.8035, 0.7481, -0.4667], [-0.8956, -0.4671, 2.9036]], "atomic_forces_ev_per_a": [[1.217, -0.395, 0.615], [-0.196, -1.793, 0.441], [-0.659, 0.078, -0.689], [1.461, 1.315, -0.722], [2.133, -2.625, 2.000], [-1.265, 0.900, -0.111], [-0.533, -1.445, -0.810], [-2.983, 0.861, -1.950], [0.035, 1.201, 1.927], [1.204, 1.604, 0.179], [-0.576, -0.606, 0.922], [0.163, 0.905, -1.802]]}

***

Record 2
{"formula": "C3H4N2O2S", "method": "wB97M-V/def2-TZVPD", "multiplicity": 3, "s_squared": 2.01, "e_homo_ev": [-6.06, -9.79], "de_lowest_kj_mol": 185.27, "symbols": ["C", "H", "S", "H", "H", "O", "C", "H", "O", "C", "N", "N"], "coordinates": [[-0.6421, 3.2516, 0.8868], [0.6842, 1.3098, 0.5090], [-2.3621, -0.2199, 0.7918], [-1.7280, 0.1083, -1.8705], [0.9964, -0.3181, -0.0680], [0.0313, 4.2041, 0.9023], [0.4247, 0.2891, 0.5238], [0.4730, -0.1846, 1.4820], [-0.9378, -0.2803, -1.4999], [-0.9432, 0.2361, -0.1552], [-1.3443, 2.2774, 1.0260], [-1.8636, 1.3455, 0.1538]], "atomic_forces_ev_per_a": [[0.010, 0.444, -0.239], [1.031, 0.870, 0.216], [-1.710, -3.317, 1.795], [-0.476, 0.023, -0.608], [2.016, -1.108, -1.704], [-0.126, -0.258, 0.033], [-2.519, -0.474, -0.535], [-0.403, 0.228, 0.875], [0.794, 1.355, 1.750], [0.008, -0.839, -0.450], [-0.294, 1.057, 0.329], [1.670, 2.018, -1.462]]}

***

Number 1: DFT total energy -774.724248 a.u.. Number 2: DFT total energy -774.674217 a.u..